# 1
Density functional theory data (ωB97M-V/def2-TZVPD) for 2 unconnected molecules or ions with the total composition C3H6NO2.

Geometry as XYZ:
```
12
Properties=species:S:1:pos:R:3:forces:R:3:nbo_charge:R:1
C -2.83692 0.16308 -0.69690 1.23 -0.33 0.33 -0.245
C -1.72838 -0.28536 0.00829 0.53 0.27 0.50 0.035
N -0.72730 0.48084 0.45350 -0.10 -0.20 -1.55 -0.557
H -2.79648 1.19004 -1.05236 -0.63 -0.24 -0.02 0.214
H -3.61896 -0.57579 -0.85222 -0.05 0.61 -0.32 0.221
H -1.61405 -1.32674 0.29013 -0.42 0.01 0.24 0.216
H -0.31191 1.23399 -0.12411 -0.50 0.28 0.32 0.450
H 0.09964 0.01595 0.87547 0.48 -0.49 0.81 0.453
O 1.67395 -0.70096 1.05224 -0.78 0.27 -0.20 -0.747
C 1.97895 -0.33296 -0.10476 0.48 -0.25 -0.09 0.626
O 1.52293 0.62950 -0.76824 -0.41 -0.06 0.06 -0.741
H 2.73691 -0.96160 -0.61255 0.18 0.14 -0.08 0.074
```
Positions in Å, forces in eV/Å.

Output
HOMO level (alpha / beta)	-9.20 / -8.92	eV
charge	0
spin multiplicity	2


# 2
Density functional theory data (ωB97M-V/def2-TZVPD) for a gas-phase ion, C3H6NO2S (charge -1).

Geometry as XYZ:
```
13
Properties=species:S:1:pos:R:3:forces:R:3:nbo_charge:R:1
C -2.66804 0.21811 -0.63738 3.87 -0.23 0.31 -0.674
C -1.24541 0.06911 -0.54107 -2.44 0.38 -1.95 -0.152
C -0.38974 -0.29398 0.49723 1.46 -1.94 0.78 -0.808
N 2.06331 0.77262 0.68260 2.25 2.26 -0.97 -1.129
O 1.80766 -1.61512 1.22561 -0.48 -0.25 0.63 -1.002
O 1.64804 -1.08109 -1.13092 -0.39 0.63 -0.35 -0.985
S 1.27039 -0.72703 0.22204 0.59 1.42 0.30 2.264
H -3.11786 0.72355 -1.45359 -0.06 0.17 -0.93 0.170
H -3.23822 0.22513 0.23695 -0.88 -0.25 1.41 0.161
H -0.72777 0.24868 -1.52577 -0.33 -0.11 1.03 0.191
H -0.57492 -0.87772 1.42870 -0.63 0.97 -0.67 0.227
H 3.07274 0.82065 1.10000 -2.43 -1.16 -1.12 0.372
H 2.09982 1.51709 -0.10439 -0.52 -1.89 1.52 0.363
```
Positions in Å, forces in eV/Å.

Output
HOMO level	-2.58	eV
structure (SMILES)	C=CC=[S@@](N)(=O)[O-]
charge	-1
spin multiplicity	1


# 3
Density functional theory data (ωB97M-V/def2-TZVPD) for a gas-phase ion, C3H6NO2S (charge -1).

Geometry as XYZ:
```
13
Properties=species:S:1:pos:R:3:forces:R:3:nbo_charge:R:1
C -0.51086 0.34284 -0.08022 1.31 -1.35 -0.02 -0.209
C -1.22848 -1.00301 0.07554 -1.46 0.87 -0.76 -0.535
S -0.58228 -2.05495 1.38495 -0.12 -0.09 -0.05 -0.057
N 0.90746 0.12554 -0.34663 -0.48 0.91 0.17 -0.715
C 1.70978 1.31176 -0.55015 0.72 0.10 0.45 0.861
O 1.15262 2.39705 -0.24209 -0.03 -0.48 -0.23 -0.814
O 2.89368 1.10884 -0.91979 -0.64 -0.08 -0.15 -0.806
H -0.98005 0.93408 -0.86622 -0.29 0.18 0.08 0.185
H -0.55214 0.85298 0.88136 -0.35 0.38 -0.13 0.194
H -2.29833 -0.76721 0.21628 0.27 -0.07 0.62 0.196
H -1.33277 -1.54842 -0.86780 0.85 -0.26 0.04 0.207
H -0.34813 -1.01574 2.19331 0.13 -0.06 0.14 0.125
H 1.16950 -0.68376 -0.87854 0.08 -0.04 -0.16 0.367
```
Positions in Å, forces in eV/Å.

Output
HOMO level	-3.93	eV
structure (SMILES)	O=C([O-])NCCS
charge	-1
spin multiplicity	1


# 4
Density functional theory data (ωB97M-V/def2-TZVPD) for 2 unconnected molecules or ions with the total composition C3H6NO2S.

Geometry as XYZ:
```
13
Properties=species:S:1:pos:R:3:forces:R:3:nbo_charge:R:1
O -2.16797 0.55502 0.09887 0.54 -0.32 0.96 -0.623
C -1.20357 -0.08056 0.55440 -1.44 -1.09 1.34 0.648
O -1.22658 -0.72748 1.83024 -0.81 -0.63 -0.64 -0.756
C -0.10270 -0.51900 -0.33415 1.05 0.71 -1.51 -0.158
C 0.26972 0.71952 0.43849 0.72 1.43 -2.09 -0.550
S 3.32145 0.29442 0.62882 -1.34 0.38 -0.26 -0.501
N -0.30133 -0.33339 -1.77792 0.64 -0.08 0.01 -0.821
H 0.62344 -1.32393 -0.12403 -1.01 0.19 0.68 0.221
H 1.39328 0.75454 0.60422 1.64 -0.38 1.58 0.169
H -0.00458 1.66500 -0.06987 0.32 -0.59 -0.19 0.204
H -0.94902 -0.09129 2.48252 0.16 0.37 0.10 0.478
H 0.46732 0.28289 -2.04158 -0.27 -0.01 -0.23 0.352
H -0.11946 -1.19574 -2.29001 -0.20 0.01 0.25 0.338
```
Positions in Å, forces in eV/Å.

Output
HOMO level	-3.95	eV
charge	-1
spin multiplicity	1


# 5
Density functional theory data (ωB97M-V/def2-TZVPD) for 2 unconnected molecules or ions with the total composition C3H6NO2S.

Geometry as XYZ:
```
13
Properties=species:S:1:pos:R:3:forces:R:3:nbo_charge:R:1
C 0.62891 -0.85764 0.10722 -1.04 -0.86 -0.07 -0.230
C 0.43765 0.63961 0.13905 1.42 1.38 0.64 -0.632
S 2.45349 3.01791 1.07646 0.39 0.49 0.15 -1.004
N -0.25201 -1.58404 -0.84590 0.14 0.46 0.24 -0.796
C -1.54577 -1.55614 -0.52469 2.70 0.57 0.57 0.797
O -2.05867 -1.07588 0.50428 -1.07 -0.59 -0.73 -0.789
O -2.27962 -2.17474 -1.53204 -1.02 -0.28 -0.10 -0.771
H 0.44051 -1.25612 1.11356 -0.05 0.11 0.19 0.156
H 1.66643 -1.12216 -0.09148 0.14 0.08 -0.39 0.157
H -0.39969 0.98759 0.73463 -0.62 -0.27 -0.53 0.211
H 0.53254 1.12677 -0.83210 -0.70 -0.28 -0.30 0.191
H 1.25906 1.21672 0.64930 -0.14 -1.05 -0.04 0.231
H -1.57603 -2.42573 -2.15681 -0.13 0.23 0.38 0.479
```
Positions in Å, forces in eV/Å.

Output
HOMO level (alpha / beta)	-0.34 / 0.09	eV
charge	-2
spin multiplicity	2


# 6
Density functional theory data (ωB97M-V/def2-TZVPD) for a gas-phase ion, C3H6NO2S (charge +1).

Geometry as XYZ:
```
13
Properties=species:S:1:pos:R:3:forces:R:3:nbo_charge:R:1
C -1.21674 -0.14761 -0.28453 -0.30 -0.16 0.20 -0.248
C -0.40988 -1.09259 0.62861 -0.15 0.32 -0.25 -0.516
C 1.83390 0.02065 -0.04132 0.16 1.07 0.34 0.519
N -0.46230 1.04013 -0.55910 0.80 0.05 0.09 -0.822
O 2.86590 0.73505 -0.37599 0.99 -0.81 -2.03 -0.126
O 2.06717 0.99242 0.81398 -1.41 0.15 1.77 -0.152
S 1.15553 -1.46055 -0.23374 -0.05 -0.42 -0.05 0.551
H -1.46178 -0.65884 -1.21706 -0.01 0.05 0.09 0.226
H -2.15233 0.05794 0.25017 0.04 -0.07 -0.14 0.235
H -0.18937 -0.63464 1.59120 0.03 -0.10 0.05 0.250
H -0.92593 -2.03885 0.77761 0.17 -0.11 0.02 0.277
H -0.55864 1.41908 -1.48943 -0.15 0.01 0.03 0.409
H -0.54552 1.76781 0.13960 -0.12 0.02 -0.12 0.396
```
Positions in Å, forces in eV/Å.

Output
HOMO level	-14.75	eV
charge	+1
spin multiplicity	1


ΔE to the lowest compared entry with this formula, charge and spin readings, ordered: 26.2; 75.5; 5.1; 143.3; 0.0; 111.0 kcal per mole
Maximum force readings, ordered: 0.030; 0.076; 0.037; 0.051; 0.055; 0.047 hartree/bohr